1.
DFT (the ωB97M-V functional and the def2-TZVPD basis) results for C18H35N2Si4SnTe as an isolated structure.

Summary:
Total charge = +1
ΔE to the lowest compared entry with this formula, charge and spin = 0.0 kcal/mol
LUMO energy = -3.592 eV
HOMO = -10.5 eV

Structure (XYZ):
```
61
C18H35N2Si4SnTe | OMol25 | the ωB97M-V functional and the def2-TZVPD basis
Sn -0.185 0.907 0.430
N -0.764 -1.283 -0.534
C 0.337 -1.911 -1.239
C 0.229 -3.134 -1.833
C 1.321 -3.705 -2.521
C 2.507 -3.037 -2.602
C 2.650 -1.767 -1.994
C 3.851 -1.021 -2.041
C 3.920 0.199 -1.433
C 2.783 0.685 -0.770
N 1.652 0.016 -0.707
C 1.557 -1.203 -1.308
H -1.467 -0.974 -1.206
H -1.220 -1.955 0.077
H -0.710 -3.672 -1.777
H 1.205 -4.673 -2.988
H 3.353 -3.463 -3.127
H 4.705 -1.434 -2.563
H 4.823 0.792 -1.451
H 2.804 1.653 -0.280
C -4.643 5.202 -4.363
Si -3.618 3.705 -3.900
C -2.415 3.305 -5.277
C -4.726 2.228 -3.602
Si -2.430 4.215 -1.925
Te -1.154 1.956 -1.816
Si -3.787 4.568 -0.044
C -5.042 3.196 0.151
C -2.770 4.711 1.520
C -4.679 6.187 -0.354
Si -0.698 5.780 -2.204
C 0.517 5.176 -3.491
C 0.201 6.059 -0.587
C -1.485 7.381 -2.776
H -5.194 5.009 -5.287
H -4.017 6.082 -4.525
H -5.371 5.448 -3.586
H -2.955 2.976 -6.169
H -1.732 2.505 -4.980
H -1.814 4.175 -5.549
H -5.223 1.934 -4.530
H -5.498 2.443 -2.861
H -4.145 1.375 -3.244
H -4.561 2.217 0.220
H -5.733 3.171 -0.694
H -5.630 3.351 1.060
H -2.167 3.815 1.690
H -3.427 4.845 2.382
H -2.093 5.566 1.478
H -5.280 6.149 -1.265
H -3.982 7.023 -0.449
H -5.352 6.408 0.479
H 0.921 4.197 -3.222
H 1.350 5.877 -3.585
H 0.043 5.082 -4.470
H 0.574 5.119 -0.172
H -0.450 6.520 0.158
H 1.055 6.723 -0.741
H -2.006 7.252 -3.727
H -0.721 8.150 -2.915
H -2.208 7.759 -2.049
```

***

2.
DFT (the ωB97M-V functional and the def2-TZVPD basis) results for C18H35N8O3Tb as an isolated structure at a distorted geometry.

Summary:
Total charge = +1
2S+1 = 8
ΔE to the lowest compared entry with this formula, charge and spin = 0.0 kcal/mol
LUMO energy (alpha / beta) = -1.930 / -2.187 eV
HOMO (alpha / beta) = -8.5 / -11.5 eV

Structure (XYZ):
```
65
C18H35N8O3Tb | OMol25 | the ωB97M-V functional and the def2-TZVPD basis
Tb -2.738 11.959 10.352
C -4.142 13.230 7.140
C -5.120 13.743 8.138
N -4.747 13.410 9.503
C -4.672 14.629 10.340
C -3.297 15.269 10.096
N -2.103 14.354 10.299
C -0.893 14.980 9.767
C 0.331 14.060 9.704
C 0.282 13.011 8.572
N -0.476 11.832 8.928
C -0.639 10.915 7.794
C -1.845 11.421 6.991
N -3.099 11.130 7.739
C -4.166 11.702 6.962
H -3.183 13.481 7.555
H -4.253 13.750 6.236
H -6.098 13.366 7.908
H -5.159 14.826 8.090
H -5.454 12.848 9.940
H -4.811 14.420 11.398
H -5.381 15.327 10.000
H -3.169 16.218 10.669
H -3.260 15.549 9.047
H -1.994 14.299 11.305
H -0.708 15.866 10.385
H -1.110 15.366 8.770
H 0.441 13.533 10.718
H 1.185 14.692 9.514
H 1.323 12.796 8.334
H -0.211 13.497 7.764
H 0.062 11.294 9.643
H -0.848 9.958 8.244
H 0.210 10.917 7.102
H -1.876 10.902 6.017
H -1.709 12.512 6.812
H -3.256 10.151 7.912
H -5.149 11.293 7.225
H -4.007 11.430 5.890
O -4.175 10.479 11.176
N -3.627 9.551 10.301
C -2.596 8.610 10.804
C -2.346 7.439 10.159
C -3.152 7.045 9.036
C -4.263 7.858 8.711
C -4.585 8.986 9.453
H -2.111 9.094 11.592
H -1.519 6.860 10.522
H -2.951 6.207 8.412
H -4.943 7.548 7.899
H -5.514 9.580 9.317
O 0.524 11.178 13.507
C -0.266 11.234 12.613
N -1.055 11.296 11.729
C -2.433 14.510 14.289
N -3.053 13.279 14.636
C -3.476 12.462 13.677
N -3.994 11.259 13.918
O -3.382 12.877 12.466
H -3.117 15.038 13.550
H -1.471 14.343 13.917
H -2.388 15.171 15.184
H -3.076 12.962 15.577
H -3.967 10.917 14.877
H -4.069 10.597 13.154
```